(1)
This record from the Open Molecules 2025 dataset describes a 2-piece molecular cluster, C7H16N2O overall in a non-equilibrium geometry. The level of theory is ωB97M-V/def2-TZVPD.

* max |F|: 3.38 eV/A
* Kohn-Sham gap: 8.70 eV
* lowest unoccupied orbital energy: 0.78 eV
* SMILES: CC(C)C(N)=O.C=C(C)N
* HOMO: -7.92 eV
* multiplicity: 1
* energy: -461.0289 Eh

```
26
C7H16N2O | the Open Molecules 2025 dataset | ωB97M-V/def2-TZVPD
C 1.912 0.323 2.262
C 0.620 0.267 1.441
C -0.333 -0.766 1.928
C 1.130 -0.031 -0.072
N 1.538 1.113 -0.697
O 1.518 -1.127 -0.419
H 2.611 1.041 1.836
H 1.692 0.598 3.293
H 2.390 -0.656 2.269
H 0.143 1.249 1.410
H -0.547 -1.517 0.987
H -0.083 -1.195 2.896
H -1.360 -0.421 1.967
H 1.970 1.021 -1.602
H 1.084 1.986 -0.496
C -1.630 -1.312 -0.639
C -1.235 -0.171 -1.277
C -0.569 -0.203 -2.625
N -1.603 1.096 -0.806
H -1.461 -2.254 -1.132
H -2.506 -1.290 -0.006
H -0.232 0.789 -2.928
H 0.296 -0.866 -2.594
H -1.274 -0.565 -3.373
H -1.739 1.802 -1.514
H -2.334 1.089 -0.110
```

=====

(2)
This record from the Open Molecules 2025 dataset describes a 2-piece molecular cluster, C7H16N2O overall in a non-equilibrium geometry. The level of theory is ωB97M-V/def2-TZVPD.

* max |F|: 6.11 eV/A
* Kohn-Sham gap: 10.31 eV
* lowest unoccupied orbital energy: -8.33 eV
* HOMO: -18.63 eV
* multiplicity: 1
* energy: -460.3209 Eh
* total charge: +2

```
26
C7H16N2O | the Open Molecules 2025 dataset | ωB97M-V/def2-TZVPD
C 0.217 -0.253 -0.527
C 0.411 -1.422 -1.341
C 1.518 -0.897 -2.255
C 1.332 0.638 -2.173
C 0.480 2.123 -0.439
C -2.583 0.026 1.431
C -0.161 -0.638 1.501
N 0.745 0.830 -0.913
N -1.266 0.055 2.118
O 0.957 -0.405 2.259
H 0.684 -2.409 -0.928
H -0.534 -1.614 -2.096
H 2.505 -1.009 -1.748
H 1.447 -1.305 -3.246
H 2.333 1.161 -2.229
H 0.652 1.065 -2.951
H 1.494 2.626 -0.309
H -0.119 2.175 0.498
H -0.151 2.679 -1.177
H -3.045 -0.970 1.337
H -3.243 0.514 2.128
H -2.591 0.455 0.417
H -0.253 -1.812 1.365
H -0.863 1.043 2.276
H -1.282 -0.294 3.102
H 1.268 -1.166 2.687
```

=====

(3)
This record from the Open Molecules 2025 dataset describes a 2-piece molecular cluster, C7H16N2O2 overall in a non-equilibrium geometry. The level of theory is ωB97M-V/def2-TZVPD.

* max |F|: 6.39 eV/A
* Kohn-Sham gap: 8.32 eV
* lowest unoccupied orbital energy: 0.61 eV
* HOMO: -7.71 eV
* multiplicity: 1
* energy: -536.1825 Eh

```
27
C7H16N2O2 | the Open Molecules 2025 dataset | ωB97M-V/def2-TZVPD
C -1.780 1.070 2.300
C 0.556 0.327 -2.153
C -1.194 -1.530 1.081
C 1.077 -0.193 1.521
C 0.437 1.733 0.161
C 0.975 -0.391 -0.875
C -1.227 -0.050 0.649
N -2.050 0.347 -0.420
N 0.438 0.286 0.339
O -2.696 1.661 1.895
O -1.163 0.788 3.246
H 1.275 1.209 -2.148
H 0.611 -0.380 -3.094
H -0.517 0.361 -2.114
H -2.231 -1.901 0.889
H -0.452 -2.084 0.449
H -1.183 -1.756 2.111
H 1.071 -1.237 1.343
H 2.024 0.175 1.611
H 0.448 0.137 2.289
H -0.215 2.080 -0.660
H -0.026 2.123 1.005
H 1.378 2.206 0.156
H 2.087 -0.376 -0.842
H 0.620 -1.442 -0.888
H -2.768 0.915 -0.162
H -2.339 -0.497 -1.099
```

=====

(4)
This record from the Open Molecules 2025 dataset describes one molecule with the formula C7H16N2O3S in a non-equilibrium geometry. The level of theory is ωB97M-V/def2-TZVPD.

* max |F|: 4.96 eV/A
* Kohn-Sham gap: 9.76 eV
* lowest unoccupied orbital energy: 0.57 eV
* HOMO: -9.19 eV
* multiplicity: 1
* energy: -1009.6279 Eh

```
29
C7H16N2O3S | the Open Molecules 2025 dataset | ωB97M-V/def2-TZVPD
C -0.821 0.014 0.695
C -0.160 1.498 0.756
C -0.086 -0.849 -0.321
C -0.815 -0.567 2.021
C -0.427 -0.688 -1.845
C 1.315 -2.684 -0.869
C -0.419 2.385 -0.403
N 1.230 1.428 0.993
N 0.754 -1.745 0.150
O 3.045 -0.320 0.504
O 3.119 1.879 -0.520
O -1.794 2.668 -0.785
S 2.179 0.753 -0.270
H -1.884 0.283 0.356
H -0.813 1.970 1.496
H -0.011 -1.000 2.379
H -1.531 -1.333 2.052
H -1.130 0.205 2.645
H -1.037 0.183 -1.846
H -0.879 -1.601 -2.073
H 0.540 -0.460 -2.337
H 1.493 -2.191 -1.837
H 2.399 -2.961 -0.575
H 0.808 -3.609 -0.975
H -0.101 2.080 -1.394
H 0.176 3.362 -0.174
H 1.662 2.327 1.066
H 2.587 -1.064 0.897
H -2.098 3.309 -0.158
```

=====

(5)
This record from the Open Molecules 2025 dataset describes a 2-piece molecular cluster, C7H16N2OP overall in a non-equilibrium geometry. The level of theory is ωB97M-V/def2-TZVPD.

* max |F|: 6.03 eV/A
* Kohn-Sham gap (spin up / spin down): 8.15 / 6.09 eV
* lowest unoccupied orbital energy (spin up / spin down): -4.87 / -5.56 eV
* HOMO (spin up / spin down): -13.03 / -11.66 eV
* multiplicity: 1
* energy: -801.9470 Eh
* total charge: +1

```
27
C7H16N2OP | the Open Molecules 2025 dataset | ωB97M-V/def2-TZVPD
C 0.733 -2.647 -0.168
C 0.679 -1.404 -0.569
C -0.728 1.467 -0.377
C -1.577 2.218 0.537
C -1.802 -0.578 0.953
C 4.031 0.043 -0.360
C -1.478 0.061 -0.424
N -2.778 0.195 -1.007
N -0.612 -0.973 -1.236
O 0.213 1.676 -1.112
P 2.743 1.169 -0.949
H 1.672 -2.914 0.296
H -0.052 -3.289 -0.369
H -1.233 3.318 0.665
H -2.545 2.215 0.164
H -1.572 1.815 1.499
H -0.837 -0.761 1.582
H -2.257 0.127 1.661
H -2.330 -1.558 0.920
H 4.485 -0.808 -1.044
H 3.914 -0.305 0.581
H 4.959 0.600 -0.090
H -2.720 0.222 -2.010
H -3.298 -0.639 -0.833
H -1.134 -1.748 -1.339
H -0.313 -0.441 -2.050
H 2.318 1.739 0.318
```

=====

(6)
This record from the Open Molecules 2025 dataset describes one molecule with the formula C7H16N2S in a non-equilibrium geometry. The level of theory is ωB97M-V/def2-TZVPD.

* max |F|: 6.25 eV/A
* Kohn-Sham gap: 8.60 eV
* lowest unoccupied orbital energy: 0.64 eV
* SMILES: [H]/N=C(/C)[C@@H](SN)C(C)(C)C
* HOMO: -7.96 eV
* multiplicity: 1
* energy: -783.9188 Eh

```
26
C7H16N2S | the Open Molecules 2025 dataset | ωB97M-V/def2-TZVPD
H 1.599 2.163 -1.007
N 0.613 2.357 -1.127
C -0.222 1.377 -0.998
C -1.703 1.641 -1.342
C 0.181 -0.221 -0.610
S 1.764 -0.417 -1.447
N 1.204 -1.738 -2.374
C 0.142 -0.341 0.951
C 0.920 -1.595 1.340
C -1.330 -0.392 1.285
C 0.627 0.910 1.713
H -1.971 0.876 -2.028
H -2.336 1.347 -0.525
H -1.830 2.525 -1.851
H -0.595 -0.685 -1.104
H 1.782 -1.981 -3.088
H 1.004 -2.584 -1.835
H 0.436 -2.496 0.674
H 1.976 -1.615 1.177
H 0.818 -1.824 2.336
H -1.774 0.530 1.083
H -1.511 -0.439 2.332
H -1.848 -1.103 0.726
H 0.237 1.780 1.228
H 0.138 0.973 2.742
H 1.682 0.952 1.748
```

=====

(7)
This record from the Open Molecules 2025 dataset describes an isolated ion of composition C7H16N3 and charge +1 in a non-equilibrium geometry. The level of theory is ωB97M-V/def2-TZVPD.

* max |F|: 5.68 eV/A
* Kohn-Sham gap: 9.65 eV
* lowest unoccupied orbital energy: -3.95 eV
* SMILES: CC(C)(C)C/C=N\NC=[NH2+]
* HOMO: -13.60 eV
* multiplicity: 1
* energy: -440.2576 Eh
* total charge: +1

```
26
C7H16N3 | the Open Molecules 2025 dataset | ωB97M-V/def2-TZVPD
C -1.036 2.384 -0.852
C 0.009 1.297 -0.777
C -0.438 0.003 -1.463
C 1.369 1.767 -1.298
C 0.161 0.913 0.831
C -1.089 0.276 1.301
N -1.186 -0.942 1.693
N -0.104 -1.815 1.534
C -0.203 -3.085 1.559
N 0.856 -3.870 1.137
H -2.028 2.045 -0.545
H -0.887 2.873 -1.875
H -0.691 3.394 -0.333
H 0.489 -0.625 -1.508
H -1.232 -0.493 -0.954
H -0.600 0.284 -2.527
H 1.688 2.705 -0.689
H 1.405 1.882 -2.437
H 2.196 1.103 -1.169
H 1.090 0.365 0.748
H 0.366 1.833 1.280
H -2.063 0.797 1.437
H 0.735 -1.463 1.221
H -1.183 -3.556 1.654
H 1.711 -3.259 1.100
H 0.667 -4.811 0.930
```

=====

(8)
This record from the Open Molecules 2025 dataset describes an isolated ion of composition C7H16N3 and charge +1 in a non-equilibrium geometry. The level of theory is ωB97M-V/def2-TZVPD.

* max |F|: 4.54 eV/A
* Kohn-Sham gap: 7.81 eV
* lowest unoccupied orbital energy: -4.09 eV
* HOMO: -11.90 eV
* multiplicity: 1
* energy: -440.1783 Eh
* total charge: +1

```
26
C7H16N3 | the Open Molecules 2025 dataset | ωB97M-V/def2-TZVPD
C -0.633 -0.182 -1.263
C 0.741 0.364 -0.646
C -1.378 -1.220 0.791
C 1.827 -0.026 -1.551
C -0.658 -2.572 0.524
C -1.849 -0.792 2.091
C 1.482 2.781 0.169
N 0.751 0.476 0.731
N 0.566 1.655 0.028
N -1.584 -0.368 -0.257
H -0.988 0.505 -1.955
H -0.364 -1.185 -1.694
H 1.960 0.501 -2.504
H 1.748 -1.161 -1.727
H 2.848 0.148 -1.100
H 0.175 -2.262 0.002
H -1.322 -3.181 -0.116
H -0.362 -3.090 1.438
H -2.596 -1.431 2.492
H -2.007 0.331 2.095
H -0.999 -1.081 2.791
H 1.244 3.709 -0.400
H 1.626 3.146 1.265
H 2.376 2.346 -0.122
H -0.375 1.900 -0.326
H -2.236 0.326 -0.296
```

=====

(9)
This record from the Open Molecules 2025 dataset describes an isolated ion of composition C7H16N3 and charge +1 in a non-equilibrium geometry. The level of theory is ωB97M-V/def2-TZVPD.

* max |F|: 5.27 eV/A
* Kohn-Sham gap (spin up / spin down): 6.52 / 6.52 eV
* lowest unoccupied orbital energy (spin up / spin down): -4.30 / -4.30 eV
* HOMO (spin up / spin down): -10.82 / -10.82 eV
* multiplicity: 1
* energy: -440.1791 Eh
* total charge: +1

```
26
C7H16N3 | the Open Molecules 2025 dataset | ωB97M-V/def2-TZVPD
C 0.177 1.045 0.058
C 1.159 -0.115 -0.200
C -1.251 1.028 -0.260
C 3.203 -1.297 -0.399
C 3.227 0.818 0.696
C -2.388 -0.406 1.365
C -3.253 -0.263 -1.006
N 0.889 2.169 0.155
N 2.447 -0.203 0.048
N -2.091 -0.221 -0.067
H 0.812 -0.957 -0.805
H -1.674 1.924 0.051
H 4.104 -1.007 -0.970
H 3.524 -1.914 0.419
H 2.456 -1.752 -0.976
H 3.308 1.716 0.026
H 2.639 1.178 1.537
H 4.225 0.408 0.705
H -1.631 -0.143 2.039
H -3.253 0.325 1.598
H -2.896 -1.393 1.651
H -4.020 -1.031 -0.809
H -3.729 0.832 -1.105
H -2.706 -0.329 -1.963
H 0.137 2.937 0.306
H -1.458 -1.017 -0.312
```

=====

Short version: relative energy (zero: lowest compared OMol25 entry of this formula, charge and spin) = 2.0397, 1.9505, 3.7447, 2.8173, 3.9424, 0.8238, 3.3776, 5.5353, 5.5150 eV, in the order given.